Entry 1:
The following is a quantum chemistry calculation of a structure of composition C27H33BrIrN2O2Se2 in a non-equilibrium geometry, from OMol25.

Computed properties:
HOMO level (spin up / spin down): -13.1 / -13.1 eV
spin multiplicity: 2
charge: +2
gap between HOMO and LUMO (spin up / spin down): 5.77 / 5.35 eV
LUMO level (spin up / spin down): -7.36 / -7.71 eV
<S²>: 0.785

Last column: natural (NBO) charge in e.
Cartesian coordinates (Å):
Ir: -0.58 0.08 0.22  0.675
C: -0.78 -1.03 5.52  -0.591
C: -0.63 -1.66 4.12  -0.259
C: -1.34 -3.01 4.10  -0.607
C: -1.14 -0.67 3.10  -0.045
C: -2.32 -0.83 2.37  -0.124
C: -2.86 0.22 1.63  -0.263
C: -2.25 1.49 1.61  0.012
C: -2.97 2.69 1.09  -0.652
C: -1.00 1.62 2.25  -0.301
C: -0.45 0.55 2.96  -0.068
H: -0.41 -1.73 6.26  0.233
H: -1.82 -0.82 5.73  0.218
H: -0.21 -0.11 5.61  0.209
H: 0.44 -1.81 3.94  0.209
H: -2.39 -2.90 4.36  0.218
H: -0.89 -3.66 4.85  0.239
H: -1.26 -3.50 3.13  0.198
H: -2.87 -1.75 2.44  0.241
H: -3.83 0.10 1.17  0.257
H: -2.45 3.14 0.24  0.234
H: -3.01 3.46 1.87  0.258
H: -3.98 2.44 0.78  0.243
H: -0.52 2.59 2.30  0.253
H: 0.47 0.71 3.51  0.237
O: -2.86 0.30 -3.20  -0.731
C: -2.20 0.45 -4.44  -0.077
C: -0.69 0.38 -4.19  -0.123
C: 0.07 0.47 -5.53  -0.052
O: 1.45 0.42 -5.23  -0.733
C: -0.22 1.55 -3.33  -0.613
Se: -1.16 1.86 -1.66  0.498
C: -0.32 -0.97 -3.56  -0.591
Se: -1.31 -1.51 -1.98  0.184
H: -3.81 0.23 -3.34  0.504
H: -2.46 1.42 -4.89  0.187
H: -2.50 -0.34 -5.13  0.198
H: -0.19 1.40 -6.05  0.181
H: -0.22 -0.37 -6.18  0.186
H: 1.95 0.45 -6.06  0.497
H: -0.33 2.48 -3.89  0.256
H: 0.84 1.41 -3.09  0.267
H: 0.74 -0.97 -3.32  0.248
H: -0.51 -1.75 -4.30  0.257
Br: 4.30 5.45 -1.95  0.140
C: 3.52 3.87 -1.24  -0.058
C: 2.28 3.93 -0.61  -0.216
C: 1.70 2.79 -0.12  -0.232
C: 2.36 1.55 -0.22  0.136
C: 3.61 1.51 -0.84  -0.208
C: 4.18 2.65 -1.36  -0.217
N: 1.73 0.40 0.22  -0.407
C: 2.40 -0.57 0.75  0.149
C: 1.77 -1.85 0.96  0.091
C: 2.50 -2.99 1.33  -0.177
C: 1.83 -4.20 1.44  -0.130
C: 0.47 -4.25 1.18  -0.207
C: -0.18 -3.08 0.80  0.083
N: 0.46 -1.92 0.70  -0.475
H: 1.78 4.88 -0.52  0.246
H: 0.75 2.83 0.40  0.220
H: 4.13 0.56 -0.94  0.225
H: 5.14 2.60 -1.85  0.253
H: 3.45 -0.45 1.02  0.227
H: 3.56 -2.92 1.53  0.248
H: 2.37 -5.10 1.71  0.254
H: -0.09 -5.17 1.25  0.256
H: -1.24 -3.08 0.56  0.227

***

Entry 2:
The following is a quantum chemistry calculation of a cluster of 2 separate species, C3H6F3N3 in total in a non-equilibrium geometry, from OMol25.

Computed properties:
HOMO level: -9.9 eV
energy above the lowest of the compared OMol25 structures with the same formula, charge and spin: 228.2 kJ/mol
gap between HOMO and LUMO: 10.93 eV
LUMO level: 1.00 eV

Last column: natural (NBO) charge in e.
Cartesian coordinates (Å):
C: 1.62 -0.95 -2.49  0.273
C: -1.35 1.98 0.25  -0.415
C: 0.01 -1.11 1.02  1.078
N: 1.89 -2.00 -2.04  -0.697
N: -0.15 1.25 0.64  -0.435
N: -0.28 -0.08 0.13  -0.559
F: 1.34 -1.38 1.08  -0.346
F: -0.66 -2.21 0.75  -0.308
F: -0.39 -0.82 2.33  -0.339
H: 0.10 -0.25 -0.85  0.388
H: -2.03 1.71 1.00  0.200
H: -1.05 2.96 0.46  0.189
H: -1.79 2.01 -0.76  0.184
H: 2.06 -2.91 -1.83  0.435
H: 0.69 1.77 0.30  0.349

***

Entry 3:
The following is a quantum chemistry calculation of a structure of composition C40H60IInO64S14 in a non-equilibrium geometry, from OMol25.

Computed properties:
HOMO level: -3.6 eV
charge: -2
gap between HOMO and LUMO: 2.18 eV
LUMO level: -1.43 eV

Last column: Mulliken charge in e.
Cartesian coordinates (Å):
In: 3.49 2.12 -1.47  0.916
C: 1.19 6.16 -4.14  -0.830
C: 0.73 6.30 -5.54  0.642
C: 1.08 5.10 -6.57  0.433
O: 0.55 5.11 -7.73  -0.724
C: 1.98 4.06 -6.06  -0.402
C: 2.33 4.01 -4.76  0.016
C: 1.74 4.97 -3.72  0.795
O: 1.91 4.81 -2.45  -0.512
O: 3.16 3.06 -4.42  -0.541
O: -0.01 7.17 -6.05  -0.605
H: 0.73 6.82 -3.42  0.385
H: 2.27 3.20 -6.66  0.598
C: -1.44 1.13 -0.53  0.372
C: -0.04 1.37 -0.29  0.109
C: 0.82 0.43 0.69  0.446
O: 2.02 0.49 0.57  -0.726
C: 0.04 -0.42 1.51  0.002
C: -1.25 -0.56 1.26  0.129
C: -2.03 0.18 0.17  -0.056
O: -3.16 -0.16 -0.31  -0.902
O: -1.80 -1.31 2.14  -0.580
O: 0.46 2.29 -0.92  -0.701
H: -1.92 1.63 -1.35  -0.309
H: 0.53 -1.04 2.25  0.515
I: 3.65 3.95 1.89  -0.446
C: -1.06 2.98 -4.02  2.094
C: -1.74 3.97 -3.07  -0.035
O: -3.16 3.90 -3.53  -0.376
S: -3.10 3.83 -5.23  0.896
O: -2.56 5.04 -5.80  -0.539
O: -4.34 3.19 -5.79  -0.595
O: -1.88 2.68 -5.09  -0.387
H: -1.08 2.04 -3.47  -0.412
H: -0.11 3.34 -4.43  -1.350
H: -1.27 4.91 -3.37  0.448
H: -1.53 3.71 -2.03  0.128
C: 2.26 -5.14 -1.50  -0.192
C: 2.99 -5.00 -0.19  0.032
O: 3.40 -3.69 -0.26  -0.278
S: 2.23 -2.73 -0.94  0.220
O: 2.79 -1.40 -1.42  0.055
O: 0.98 -2.72 -0.14  -0.052
O: 2.18 -3.92 -2.14  -0.298
H: 1.27 -5.52 -1.27  0.080
H: 2.73 -5.97 -2.03  0.349
H: 3.92 -5.56 -0.10  0.384
H: 2.32 -5.27 0.63  -0.164
C: -6.35 3.82 -0.16  -0.188
C: -5.98 4.06 -1.63  0.225
O: -5.39 5.34 -1.73  -0.223
S: -5.43 6.23 -0.36  1.076
O: -6.39 7.32 -0.58  -0.577
O: -4.07 6.59 0.16  -0.493
O: -6.07 4.99 0.58  -0.381
H: -5.58 3.23 0.35  0.109
H: -7.30 3.34 0.05  0.340
H: -6.91 3.94 -2.19  0.250
H: -5.26 3.34 -2.02  -0.100
C: -4.62 0.09 -3.66  0.575
C: -4.72 -1.43 -3.38  0.130
O: -6.07 -1.92 -3.37  -0.427
S: -7.14 -0.64 -3.67  0.981
O: -8.18 -0.58 -2.64  -0.512
O: -7.54 -0.96 -5.04  -0.535
O: -5.89 0.51 -3.43  -0.237
H: -4.35 0.33 -4.69  0.182
H: -3.87 0.46 -2.96  -0.397
H: -4.09 -1.64 -2.51  -0.061
H: -4.34 -1.98 -4.24  0.312
C: 6.89 -3.68 -1.06  -0.566
C: 7.05 -3.35 0.37  -0.395
O: 6.58 -2.07 0.63  -0.147
S: 6.57 -1.24 -0.81  0.515
O: 7.86 -0.65 -1.21  -0.547
O: 5.42 -0.34 -0.93  -0.121
O: 6.14 -2.64 -1.56  0.066
H: 6.43 -4.61 -1.37  0.328
H: 7.84 -3.49 -1.56  0.311
H: 8.12 -3.31 0.60  0.285
H: 6.44 -3.95 1.04  0.313
C: -0.69 -4.47 3.32  0.258
C: -0.09 -3.46 4.33  0.758
O: 1.19 -3.87 4.73  -0.152
S: 1.37 -5.44 4.31  0.856
O: 1.66 -6.27 5.45  -0.610
O: 2.10 -5.50 3.05  -0.422
O: -0.16 -5.66 3.88  -0.438
H: -0.27 -4.26 2.33  -0.042
H: -1.77 -4.56 3.19  0.204
H: -0.65 -3.09 5.19  0.354
H: 0.06 -2.56 3.73  -0.832
C: -0.43 3.84 2.36  0.552
C: -1.95 3.72 2.35  0.211
O: -2.41 4.18 3.64  -0.428
S: -1.32 5.17 4.49  0.877
O: -1.44 4.62 5.81  -0.412
O: -1.38 6.55 4.32  -0.546
O: -0.10 4.50 3.62  -0.285
H: 0.01 4.42 1.55  0.196
H: 0.15 2.92 2.32  -0.359
H: -2.53 2.81 2.17  0.142
H: -2.45 4.48 1.75  0.173
C: -3.25 -4.79 -0.72  0.289
C: -2.15 -4.63 -1.78  -0.043
O: -2.05 -5.90 -2.46  -0.381
S: -2.37 -7.07 -1.33  1.101
O: -1.15 -7.45 -0.69  -0.520
O: -3.11 -8.15 -1.93  -0.598
O: -3.33 -6.14 -0.35  -0.320
H: -4.15 -4.38 -1.17  0.282
H: -2.93 -4.22 0.16  -0.195
H: -1.28 -4.37 -1.17  -0.174
H: -2.16 -3.82 -2.50  0.514
C: 7.04 0.04 -6.37  -0.467
C: 7.84 0.12 -5.08  -0.437
O: 7.28 -0.73 -4.09  -0.173
S: 5.69 -1.02 -4.39  0.925
O: 4.92 -0.33 -3.37  -0.271
O: 5.43 -2.44 -4.67  -0.661
O: 5.73 -0.14 -5.84  -0.280
H: 7.26 -0.94 -6.78  0.298
H: 7.14 0.72 -7.21  0.370
H: 7.75 1.16 -4.78  0.286
H: 8.90 -0.09 -5.22  0.331
C: -2.58 2.43 8.23  -0.612
C: -1.92 1.10 8.63  0.013
O: -2.76 0.11 8.05  -0.331
S: -3.82 0.68 6.88  0.823
O: -5.21 0.69 7.40  -0.598
O: -3.50 0.18 5.54  -0.283
O: -3.16 2.20 6.93  -0.202
H: -1.88 3.24 8.04  0.364
H: -3.36 2.60 8.97  0.325
H: -1.94 1.13 9.72  0.361
H: -0.87 1.10 8.33  0.075
C: 1.00 0.51 -6.78  -0.304
C: 2.37 -0.23 -6.52  -0.367
O: 2.17 -1.06 -5.40  -0.248
S: 1.08 -0.39 -4.41  0.570
O: 1.75 0.30 -3.25  0.143
O: 0.09 -1.34 -4.09  -0.602
O: 0.51 0.68 -5.55  -0.324
H: 0.33 -0.21 -7.25  0.254
H: 1.08 1.47 -7.29  0.333
H: 3.22 0.43 -6.35  0.241
H: 2.62 -0.86 -7.37  0.354
C: -4.96 -2.07 2.36  0.590
C: -4.48 -2.34 3.84  0.920
O: -5.60 -2.51 4.60  -0.404
S: -7.00 -2.01 3.79  1.039
O: -7.25 -0.61 3.81  -0.512
O: -8.12 -2.90 3.98  -0.570
O: -6.27 -2.34 2.29  -0.416
H: -4.52 -2.72 1.61  -0.257
H: -4.68 -1.09 1.97  -0.033
H: -4.05 -1.43 4.25  -0.264
H: -3.73 -3.12 3.93  0.027
C: 5.25 -1.75 4.35  -0.052
C: 4.37 -1.06 3.36  -0.385
O: 5.23 -0.39 2.52  -0.123
S: 6.52 0.13 3.34  1.252
O: 6.28 1.34 4.08  -0.600
O: 7.65 0.12 2.41  -0.569
O: 6.52 -1.12 4.36  -0.405
H: 5.42 -2.80 4.13  0.263
H: 4.76 -1.65 5.32  0.283
H: 3.63 -0.30 3.65  0.095
H: 3.75 -1.73 2.77  0.278
C: -0.34 0.47 5.00  0.417
C: 0.78 1.28 4.50  0.791
O: 1.66 1.22 5.56  -0.448
S: 1.63 -0.24 6.40  1.064
O: 1.42 -0.02 7.84  -0.643
O: 2.73 -1.16 6.04  -0.454
O: 0.19 -0.59 5.74  -0.162
H: -0.94 0.21 4.13  -0.087
H: -0.87 1.10 5.73  -0.228
H: 0.57 2.32 4.26  -0.295
H: 1.19 0.82 3.60  -0.149

***

Entry 4:
The following is a quantum chemistry calculation of a cluster of 11 separate species, C17H56O17 in total in a non-equilibrium geometry, from OMol25.

Computed properties:
HOMO level: -9.5 eV
energy above the lowest of the compared OMol25 structures with the same formula, charge and spin: 0.0 kJ/mol
SMILES: OCCO.OCCO.OCCO.OCCO.OCCO.OCCO.CO.CO.CO.CO.CO
gap between HOMO and LUMO: 9.63 eV
LUMO level: 0.15 eV

Last column: Mulliken charge in e.
Cartesian coordinates (Å):
C: -2.74 3.80 -1.22  -0.434
O: -2.76 2.78 -2.20  -0.537
H: -3.19 4.64 -1.74  0.333
H: -3.29 3.51 -0.26  0.208
H: -1.72 4.15 -0.90  0.034
H: -2.11 2.15 -1.91  0.414
C: -3.62 -0.06 -2.97  -0.127
O: -4.44 0.95 -3.56  -0.608
H: -2.71 -0.20 -3.55  0.239
H: -3.24 0.31 -2.01  -0.091
H: -4.17 -1.00 -2.81  0.252
H: -3.94 1.78 -3.44  0.410
C: 3.30 2.32 -1.00  0.044
O: 4.30 2.51 -0.02  -0.495
H: 2.35 2.42 -0.50  -0.275
H: 3.32 3.12 -1.78  0.394
H: 3.36 1.36 -1.53  0.104
H: 5.07 2.78 -0.49  0.270
C: 0.33 4.99 1.03  -0.051
O: 0.17 6.21 0.32  -0.522
H: -0.39 4.90 1.84  0.234
H: 0.07 4.27 0.27  -0.352
H: 1.32 4.74 1.41  0.345
H: 0.75 6.84 0.75  0.301
C: 0.09 1.12 0.01  1.974
O: -0.96 0.96 -0.97  -0.449
H: 0.32 2.18 0.02  -0.807
H: -0.28 0.75 0.97  -0.580
H: 0.98 0.49 -0.21  -0.508
H: -0.98 0.00 -1.15  0.134
C: 2.08 -2.95 1.05  -0.504
C: 2.60 -3.29 -0.36  -0.049
O: 3.20 -2.18 -1.04  -0.589
O: 1.14 -1.89 1.01  -0.150
H: 2.89 -2.53 1.68  0.318
H: 1.67 -3.84 1.59  0.244
H: 1.80 -3.74 -0.95  -0.215
H: 3.44 -4.00 -0.26  0.513
H: 2.54 -1.47 -1.06  0.160
H: 0.46 -2.16 0.36  -0.252
C: -1.35 -2.80 -1.88  -0.251
C: -0.78 -4.25 -1.74  -0.914
O: -0.59 -4.64 -0.39  -0.498
O: -0.45 -1.85 -1.30  0.425
H: -2.29 -2.70 -1.36  0.197
H: -1.53 -2.60 -2.94  0.383
H: 0.15 -4.41 -2.29  0.270
H: -1.54 -4.84 -2.26  0.567
H: -0.99 -5.49 -0.22  0.303
H: 0.23 -1.55 -1.95  -0.007
C: -1.96 2.88 3.82  -0.836
C: -2.15 1.70 2.95  0.691
O: -1.64 0.57 3.61  -0.674
O: -0.59 3.10 4.10  -0.469
H: -2.48 2.72 4.79  0.332
H: -2.37 3.81 3.43  0.394
H: -1.73 1.72 1.94  -0.304
H: -3.24 1.56 2.84  0.349
H: -0.73 0.38 3.35  0.491
H: -0.35 2.27 4.52  0.256
C: -2.49 -2.63 2.01  0.288
C: -3.55 -3.49 1.17  -0.751
O: -4.03 -2.84 0.03  -0.529
O: -3.23 -1.46 2.34  -0.592
H: -1.63 -2.40 1.35  -0.212
H: -2.17 -3.12 2.95  0.417
H: -4.33 -3.74 1.88  0.439
H: -3.04 -4.42 0.89  0.255
H: -4.09 -1.91 0.34  0.351
H: -2.66 -0.82 2.84  0.357
C: 2.41 1.54 3.81  -0.218
C: 2.37 0.13 3.25  -0.193
O: 0.97 -0.13 3.01  -0.525
O: 3.73 2.00 4.08  -0.585
H: 1.88 1.60 4.77  0.185
H: 1.83 2.17 3.11  0.116
H: 2.86 -0.57 3.95  0.205
H: 2.85 0.17 2.28  0.214
H: 0.93 -0.85 2.38  0.366
H: 4.18 2.02 3.22  0.353
C: 2.13 -2.03 -3.89  -0.256
C: 3.36 -1.46 -4.57  -0.605
O: 2.78 -0.53 -5.45  -0.541
O: 1.47 -1.03 -3.09  -0.224
H: 2.50 -2.81 -3.22  0.167
H: 1.49 -2.46 -4.67  0.292
H: 4.00 -2.14 -5.11  0.359
H: 3.95 -0.98 -3.77  0.272
H: 3.38 0.18 -5.67  0.312
H: 1.51 -0.25 -3.68  0.250

***

Entry 5:
The following is a quantum chemistry calculation of a structure of composition C3H7NO3S in a non-equilibrium geometry, from OMol25.

Computed properties:
HOMO level (spin up / spin down): -8.3 / -9.0 eV
energy above the lowest of the compared OMol25 structures with the same formula, charge and spin: 516.4 kJ/mol
gap between HOMO and LUMO (spin up / spin down): 8.21 / 8.47 eV
LUMO level (spin up / spin down): -0.05 / -0.50 eV

Last column: natural (NBO) charge in e.
Cartesian coordinates (Å):
C: 0.23 -0.96 1.73  -0.140
C: -0.40 -0.32 0.55  -0.145
C: 0.90 0.03 -2.77  -0.478
N: -1.75 -0.41 0.12  -0.788
O: -0.51 2.26 1.19  -0.877
O: 1.71 1.46 0.34  -0.867
O: 0.70 0.26 2.30  -0.671
S: 0.41 1.20 0.87  2.272
H: -0.39 -1.48 2.49  0.194
H: 0.92 -1.72 1.51  0.197
H: 0.21 0.06 -3.54  0.155
H: 0.62 -0.03 -1.76  0.149
H: 1.94 0.36 -3.01  0.171
H: -2.05 0.25 -0.61  0.412
H: -2.51 -0.97 0.60  0.416

***

Entry 6:
The following is a quantum chemistry calculation of an isolated molecule of C3H6N2O2 in a non-equilibrium geometry, from OMol25.

Computed properties:
HOMO level: -8.1 eV
energy above the lowest of the compared OMol25 structures with the same formula, charge and spin: 188.8 kJ/mol
SMILES: N/C=C(\N)C(=O)O
gap between HOMO and LUMO: 8.75 eV
LUMO level: 0.64 eV

Last column: natural (NBO) charge in e.
Cartesian coordinates (Å):
C: -1.59 0.19 0.27  0.760
C: -0.27 -0.30 -0.38  -0.059
N: 0.00 -1.66 -0.36  -0.817
N: 1.99 0.47 0.02  -0.806
C: 0.62 0.67 -0.05  -0.016
O: -2.14 1.28 -0.28  -0.675
O: -2.18 -0.47 1.09  -0.593
H: -1.55 1.66 -0.94  0.485
H: 0.79 -1.96 0.19  0.360
H: -0.83 -2.21 -0.16  0.401
H: 2.51 1.10 0.60  0.389
H: 2.29 -0.50 0.06  0.374
H: 0.36 1.72 -0.06  0.197

***

Entry 7:
The following is a quantum chemistry calculation of a structure of composition C33H20CdCl3F5NP2S3, from OMol25.

Computed properties:
HOMO level: -4.6 eV
energy above the lowest of the compared OMol25 structures with the same formula, charge and spin: 0.0 kJ/mol
charge: -1
gap between HOMO and LUMO: 6.85 eV
LUMO level: 2.28 eV

Last column: natural (NBO) charge in e.
Cartesian coordinates (Å):
Cd: 0.20 -0.54 -0.67  1.466
S: -1.07 1.14 -2.70  -0.737
P: -2.47 0.29 -1.51  1.387
C: -1.85 -0.20 -0.01  -1.789
P: -1.86 0.77 1.39  1.421
S: -0.10 0.95 2.31  -0.737
C: -2.47 2.47 1.09  -0.296
C: -3.71 2.94 1.51  -0.224
C: -4.10 4.25 1.25  -0.223
C: -3.25 5.10 0.56  -0.221
C: -2.02 4.64 0.12  -0.211
C: -1.63 3.34 0.39  -0.208
C: -3.08 0.12 2.59  -0.407
C: -3.84 -1.00 2.27  -0.200
C: -4.75 -1.52 3.18  -0.212
C: -4.91 -0.92 4.42  -0.217
C: -4.14 0.19 4.75  -0.246
C: -3.23 0.70 3.85  -0.119
C: -4.00 1.27 -1.44  -0.418
C: -4.12 2.51 -2.04  -0.184
C: -5.32 3.21 -1.97  -0.214
C: -6.40 2.68 -1.29  -0.216
C: -6.29 1.43 -0.68  -0.227
C: -5.10 0.73 -0.76  -0.134
C: -3.08 -1.19 -2.41  -0.284
C: -3.92 -1.06 -3.51  -0.221
C: -4.35 -2.17 -4.21  -0.208
C: -3.93 -3.44 -3.82  -0.220
C: -3.09 -3.58 -2.73  -0.216
C: -2.68 -2.46 -2.02  -0.215
H: -4.39 2.29 2.03  0.221
H: -5.07 4.60 1.58  0.205
H: -3.55 6.12 0.35  0.202
H: -1.35 5.29 -0.43  0.207
H: -0.66 2.98 0.06  0.237
H: -3.68 -1.46 1.30  0.240
H: -5.33 -2.39 2.92  0.204
H: -5.62 -1.32 5.13  0.202
H: -4.26 0.66 5.72  0.204
H: -2.62 1.56 4.11  0.220
H: -3.26 2.92 -2.57  0.242
H: -5.39 4.19 -2.44  0.208
H: -7.33 3.23 -1.23  0.204
H: -7.13 1.01 -0.15  0.207
H: -5.01 -0.24 -0.29  0.215
H: -4.25 -0.07 -3.83  0.220
H: -5.01 -2.05 -5.06  0.203
H: -4.26 -4.31 -4.37  0.203
H: -2.76 -4.56 -2.42  0.209
H: -2.05 -2.58 -1.14  0.235
Cl: 4.81 -1.59 1.94  0.067
C: 3.28 -0.71 2.17  -0.204
Cl: 3.04 0.39 0.80  0.079
Cl: 3.33 0.22 3.67  0.073
C: 2.22 -1.71 2.27  0.220
N: 1.47 -2.57 2.40  -0.230
F: 6.26 -0.57 -4.49  -0.296
C: 5.23 -0.95 -3.72  0.248
C: 5.42 -1.84 -2.67  0.259
F: 6.65 -2.32 -2.42  -0.297
C: 4.35 -2.22 -1.89  0.319
F: 4.60 -3.10 -0.91  -0.299
C: 3.05 -1.75 -2.10  -0.267
S: 1.74 -2.35 -1.08  -0.443
C: 2.90 -0.87 -3.17  0.304
F: 1.69 -0.38 -3.47  -0.291
C: 3.96 -0.47 -3.96  0.301
F: 3.75 0.38 -4.98  -0.300